DFT (ωB97M-V/def2-TZVPD) results for a structure of composition C15H21N3O4RuS.

Values from the calculation:
ΔE to the lowest compared entry with this formula, charge and spin, kcal per mole: 57.84
E_tot, eV: -41963.7665
Charge: +1
2S+1: 2
LUMO level (spin up / spin down), hartree: -0.22780 / -0.21494
Strongest force on any atom, hartree/bohr: 0.149
Orbital gap (spin up / spin down), eV: 3.3 / 3.7
Expectation value of S²: 0.765

```
45
Properties=species:S:1:pos:R:3:nbo_charge:R:1
Ru -1.27330 0.41012 0.34866 1.0434
C -4.39641 -1.51249 -0.42512 -0.6460
C -3.82613 -0.12023 -0.43276 -0.0013
C -3.74362 0.63437 0.74319 -0.2211
C -3.21983 1.93500 0.75365 -0.2605
C -2.76275 2.49328 -0.43680 -0.2138
C -2.82484 1.75098 -1.61812 -0.1629
C -3.36107 0.47043 -1.60954 -0.1714
H -4.79630 -1.77323 -1.40339 0.2440
H -5.19664 -1.60692 0.30704 0.2461
H -3.62789 -2.24532 -0.17341 0.2429
H -4.13672 0.21275 1.66070 0.2618
H -3.22573 2.50958 1.67153 0.2687
H -2.39012 3.51063 -0.44096 0.2558
H -2.48198 2.18196 -2.54919 0.2471
H -3.41312 -0.08569 -2.53703 0.2517
N 1.23336 -1.87189 -0.23119 -0.7888
C 0.18694 -1.90580 -1.05731 0.8074
N 0.13562 -2.89364 -1.96892 -0.7827
O -0.74353 -1.05885 -1.04049 -0.7030
H 1.98491 -2.53634 -0.28957 0.4410
H 1.28612 -1.13632 0.45358 0.4255
H 0.84644 -3.59698 -2.05179 0.4261
H -0.64599 -2.91371 -2.59909 0.4194
C -0.96769 -0.57039 2.06142 -0.7563
H -0.78587 0.12046 2.89512 0.2303
H -0.15533 -1.30538 2.03461 0.2246
H -1.89212 -1.11756 2.29813 0.2102
N 0.31847 1.81515 0.19296 -0.6974
C 1.65840 1.30153 0.25512 0.0391
C 2.06050 0.64001 1.40878 -0.2545
C 3.33300 0.10476 1.48218 -0.1837
C 4.18825 0.25184 0.39479 -0.2768
C 3.77720 0.87984 -0.77337 -0.1522
C 2.50784 1.42966 -0.82965 -0.2256
S 5.82972 -0.34199 0.50205 2.3802
O 6.16171 -0.62384 1.86178 -0.9726
O 6.71636 0.44517 -0.29019 -0.9613
O 5.68167 -1.69994 -0.21557 -1.0250
H 0.12543 2.39619 1.00444 0.4087
H 0.14534 2.37175 -0.63752 0.4150
H 1.37346 0.54328 2.24010 0.2100
H 3.67747 -0.40316 2.37269 0.2708
H 4.45854 0.96316 -1.60912 0.2708
H 2.18025 1.94779 -1.72242 0.2162
```